# C20H60BF4N4O8

A 9-piece molecular cluster, C20H60BF4N4O8 overall at a distorted geometry (ωB97M-V/def2-TZVPD, the Open Molecules 2025 dataset).

Results
energy = -2043.4827 a.u.
total charge = -1
HOMO-LUMO gap = 9.07 eV
LUMO level = 2.55 eV

Bonds (Å) are listed after each position.
Cartesian coordinates (Å):
1 B -0.47932 -1.01287 0.01620  F2 1.414, F3 1.376, F4 1.387, F5 1.423
2 F -1.80184 -0.55158 0.21324  B1 1.414
3 F 0.16054 -0.98902 1.23467  B1 1.376
4 F -0.61720 -2.30999 -0.45402  B1 1.387
5 F 0.15297 -0.21158 -0.97507  B1 1.423
6 C 0.10012 -0.06654 -4.93966  C7 1.546, H9 1.094, H10 1.093, H11 1.087
7 C 1.23714 0.71890 -4.24601  C6 1.546, O8 1.405, H12 1.093, H13 1.094
8 O 0.85482 1.36757 -3.06008  C7 1.405, H14 0.972
9 H -0.48574 -0.54022 -4.14673  C6 1.094
10 H 0.50317 -0.92094 -5.48870  C6 1.093
11 H -0.53634 0.53231 -5.58538  C6 1.087
12 H 1.59267 1.43102 -4.99531  C7 1.093
13 H 2.11284 0.09775 -4.03552  C7 1.094
14 H 0.60202 0.69724 -2.40378  O8 0.972
15 C -1.74779 -0.70037 5.32344  C16 1.554, H18 1.091, H19 1.087, H20 1.095
16 C -0.56943 -0.33294 4.37961  C15 1.554, O17 1.423, H21 1.092, H22 1.089
17 O -1.15726 0.28926 3.24246  C16 1.423, H23 0.963
18 H -2.27958 -1.57032 4.93479  C15 1.091
19 H -2.44506 0.13230 5.37852  C15 1.087
20 H -1.35936 -1.04792 6.28664  C15 1.095
21 H -0.16455 -1.31036 4.10976  C16 1.092
22 H 0.07457 0.45612 4.76496  C16 1.089
23 H -1.20279 -0.28298 2.46948  O17 0.963
24 O -2.73694 -1.42389 -2.20734  H25 0.964, H26 0.960
25 H -2.02915 -1.83843 -1.70061  O24 0.964
26 H -3.01197 -0.68556 -1.65833  O24 0.960
27 O 1.20060 -4.71195 -0.39260  H28 0.961, H29 0.967
28 H 1.29650 -4.96407 -1.31544  O27 0.961
29 H 0.47413 -4.07327 -0.38974  O27 0.967
30 C -1.14870 5.46993 2.95704  C31 1.525, H36 1.090, H37 1.094, H38 1.094
31 C 0.18247 4.96061 2.41364  C30 1.525, C32 1.533, N35 1.477, H39 1.088
32 C 0.17117 3.44310 2.19538  C31 1.533, O33 1.428, H40 1.094, H41 1.096
33 O 1.54247 3.09903 1.99486  C32 1.428, C34 1.406
34 C 1.72786 1.70980 1.88484  O33 1.406, H42 1.092, H43 1.089, H44 1.096
35 N 0.32540 5.62530 1.10219  C31 1.477, H45 1.019, H46 1.020
36 H -1.21185 6.54809 3.10691  C30 1.090
37 H -1.50127 5.02092 3.89074  C30 1.094
38 H -1.96125 5.22834 2.26515  C30 1.094
39 H 1.02151 5.12838 3.08573  C31 1.088
40 H -0.40298 3.12056 1.32232  C32 1.094
41 H -0.17788 2.88073 3.06954  C32 1.096
42 H 2.80339 1.52214 1.84916  C34 1.092
43 H 1.25522 1.19556 1.04934  C34 1.089
44 H 1.48652 1.20800 2.82936  C34 1.096
45 H -0.42429 5.39313 0.45255  N35 1.019
46 H 1.06600 5.15952 0.57703  N35 1.020
47 C -1.79997 2.02047 -1.51725  C48 1.513, H53 1.095, H54 1.089, H55 1.094
48 C -1.44703 3.24106 -2.33818  C47 1.513, C49 1.539, N52 1.458, H56 1.098
49 C -2.59539 3.99395 -3.03253  C48 1.539, O50 1.436, H57 1.091, H58 1.095
50 O -3.29630 3.10353 -3.91434  C49 1.436, C51 1.399
51 C -4.68668 3.21304 -3.80941  O50 1.399, H59 1.100, H60 1.090, H61 1.094
52 N -0.62296 4.19568 -1.60551  C48 1.458, H62 1.010, H63 1.015
53 H -0.90207 1.65315 -1.01008  C47 1.095
54 H -2.13491 1.20775 -2.16031  C47 1.089
55 H -2.47482 2.11378 -0.66141  C47 1.094
56 H -0.85097 2.85714 -3.17708  C48 1.098
57 H -2.27924 4.86694 -3.60451  C49 1.091
58 H -3.29451 4.29930 -2.24644  C49 1.095
59 H -5.01669 2.92454 -2.80052  C51 1.100
60 H -5.19419 2.48163 -4.43786  C51 1.090
61 H -5.08520 4.21887 -3.97254  C51 1.094
62 H -0.36785 5.07494 -2.03089  N52 1.010
63 H 0.22593 3.66475 -1.43604  N52 1.015
64 C -1.57927 -4.72136 4.33177  C65 1.533, H70 1.089, H71 1.093, H72 1.091
65 C -0.96950 -4.99995 2.95357  C64 1.533, C66 1.527, N69 1.479, H73 1.090
66 C -1.61145 -4.24999 1.78880  C65 1.527, O67 1.428, H74 1.097, H75 1.091
67 O -3.02225 -4.46562 1.82649  C66 1.428, C68 1.408
68 C -3.71617 -3.76003 0.82516  O67 1.408, H76 1.088, H77 1.100, H78 1.094
69 N 0.43099 -4.53519 3.05925  C65 1.479, H79 1.021, H80 1.020
70 H -1.16110 -5.37823 5.09363  C64 1.089
71 H -2.66847 -4.81075 4.32202  C64 1.093
72 H -1.35999 -3.70136 4.65016  C64 1.091
73 H -1.01122 -6.07923 2.80526  C65 1.090
74 H -1.30153 -4.74917 0.86273  C66 1.097
75 H -1.35159 -3.19326 1.70686  C66 1.091
76 H -4.79218 -3.77320 0.98242  C68 1.088
77 H -3.55405 -4.23561 -0.15322  C68 1.100
78 H -3.32267 -2.74876 0.68860  C68 1.094
79 H 0.57455 -3.72677 2.45268  N69 1.021
80 H 1.09502 -5.13547 2.57042  N69 1.020
81 C 3.26839 -2.01626 -1.94239  C82 1.531, H87 1.092, H88 1.094, H89 1.095
82 C 4.16397 -1.08825 -1.11666  C81 1.531, C83 1.518, N86 1.463, H90 1.092
83 C 5.25688 -0.37782 -1.89463  C82 1.518, O84 1.415, H91 1.095, H92 1.093
84 O 6.03943 -1.26203 -2.67362  C83 1.415, C85 1.390
85 C 6.54065 -2.41292 -2.07772  O84 1.390, H93 1.097, H94 1.091, H95 1.100
86 N 3.35407 -0.07895 -0.43464  C82 1.463, H96 1.009, H97 1.012
87 H 2.20326 -1.94079 -1.71602  C81 1.092
88 H 3.48495 -3.07377 -1.76296  C81 1.094
89 H 3.29523 -1.87717 -3.02832  C81 1.095
90 H 4.57431 -1.79596 -0.39337  C82 1.092
91 H 5.84378 0.27048 -1.23502  C83 1.095
92 H 4.82953 0.31916 -2.62007  C83 1.093
93 H 7.20905 -3.00356 -2.71562  C85 1.097
94 H 5.77317 -3.12313 -1.76659  C85 1.091
95 H 7.28604 -2.18669 -1.30133  C85 1.100
96 H 2.83188 -0.43884 0.35051  N86 1.009
97 H 2.69752 0.32911 -1.08843  N86 1.012

Mulliken atomic charge list, values in e, 5 entries: B 0.7468; F -0.4872; F -0.2895; F -0.5687; F -0.1224